DFT (ωB97M-V/def2-TZVPD) results for a cluster of 12 separate species, C43H57F5O29 in total at a distorted geometry.

Atoms and positions in Å:
O -1.36 -1.99 -4.35
C -0.31 -2.40 -3.96
O 0.14 -2.39 -2.67
C 1.52 -2.78 -2.61
C 1.84 -3.16 -4.08
F 2.11 -4.47 -4.24
O 0.67 -2.83 -4.77
H 2.14 -1.94 -2.26
H 1.65 -3.58 -1.82
H 2.67 -2.57 -4.48
O -2.99 0.96 -5.55
C -2.09 1.26 -4.90
O -0.78 0.85 -5.13
C -0.04 1.12 -3.96
C -0.84 2.25 -3.24
F -0.43 3.53 -3.66
O -2.15 2.08 -3.84
H -0.20 0.28 -3.20
H 0.97 1.47 -4.18
H -0.82 2.23 -2.13
O 1.91 -5.17 2.31
C 0.72 -5.20 2.13
O -0.09 -4.16 1.83
C -1.46 -4.58 1.89
C -1.36 -6.07 1.86
F -1.59 -6.57 0.61
O -0.02 -6.37 2.21
H -1.84 -4.11 2.79
H -2.00 -4.32 1.00
H -2.08 -6.58 2.44
O 4.66 -1.13 -2.99
C 4.45 -0.08 -2.38
O 5.32 0.82 -1.84
C 4.58 1.89 -1.29
C 3.11 1.64 -1.67
F 2.56 2.43 -2.64
O 3.13 0.41 -2.30
H 4.68 1.71 -0.20
H 5.03 2.88 -1.62
H 2.49 1.73 -0.83
O 0.35 2.03 -0.15
C 0.07 0.94 0.20
O 0.08 -0.10 -0.62
C -0.25 -1.33 0.04
C -0.81 -0.80 1.34
F -0.22 -1.35 2.45
O -0.49 0.59 1.35
H -1.02 -1.80 -0.55
H 0.52 -2.04 0.11
H -1.87 -0.87 1.45
O -1.54 -4.11 -0.93
C -1.86 -4.62 -1.96
C -3.25 -4.97 -2.48
C -3.04 -4.92 -3.98
C -1.68 -5.59 -4.04
O -0.97 -4.93 -2.89
H -3.62 -5.94 -2.12
H -3.95 -4.30 -2.06
H -3.81 -5.59 -4.48
H -2.95 -3.91 -4.42
H -1.74 -6.74 -3.90
H -1.17 -5.41 -4.97
O 4.25 0.78 3.82
C 3.41 1.61 3.62
C 1.99 1.61 3.08
C 1.31 2.91 3.43
C 2.58 3.75 3.68
O 3.68 2.89 3.92
H 2.14 1.42 2.00
H 1.38 0.80 3.49
H 0.76 3.37 2.62
H 0.69 2.82 4.32
H 2.75 4.31 2.71
H 2.37 4.45 4.55
O 2.86 3.77 0.31
C 2.79 4.55 -0.59
C 1.59 5.46 -0.81
C 2.09 6.51 -1.74
C 3.32 5.78 -2.43
O 3.83 4.89 -1.44
H 0.70 4.83 -0.96
H 1.46 5.93 0.19
H 1.39 6.93 -2.47
H 2.60 7.25 -1.17
H 3.09 5.19 -3.30
H 4.17 6.43 -2.64
O -5.00 -1.87 0.73
C -4.54 -1.03 0.02
C -5.05 0.36 -0.29
C -4.07 0.98 -1.29
C -3.36 -0.23 -1.81
O -3.44 -1.21 -0.76
H -6.00 0.25 -0.80
H -5.24 0.94 0.60
H -4.55 1.51 -2.07
H -3.37 1.68 -0.79
H -3.83 -0.55 -2.77
H -2.32 -0.03 -1.90
O 2.43 -1.07 0.96
C 3.53 -1.30 1.40
C 4.03 -2.43 2.23
C 5.42 -2.57 1.77
C 5.81 -1.10 1.47
O 4.58 -0.58 0.93
H 3.81 -2.14 3.23
H 3.35 -3.34 2.05
H 6.04 -3.03 2.52
H 5.49 -3.12 0.83
H 6.00 -0.65 2.46
H 6.69 -0.97 0.78
O -2.72 1.72 4.71
C -3.07 0.59 4.50
C -2.46 -0.77 4.92
C -3.09 -1.72 4.02
C -4.49 -1.16 3.90
O -4.14 0.30 3.79
H -1.39 -0.76 4.85
H -2.65 -1.05 5.92
H -2.56 -1.75 3.07
H -3.11 -2.74 4.48
H -5.07 -1.29 3.04
H -5.11 -1.36 4.75
O -2.55 4.39 -0.87
C -2.35 4.45 0.31
C -2.36 3.34 1.31
C -2.19 4.02 2.73
C -1.49 5.33 2.27
O -1.96 5.60 0.90
H -3.25 2.71 1.23
H -1.42 2.89 1.07
H -3.15 4.27 3.12
H -1.72 3.47 3.51
H -1.64 6.19 2.95
H -0.40 5.23 2.21

The calculation puts the gap between HOMO and LUMO at 10.6 eV.

Results of the Löwdin charge analysis, in e, for atoms 1 through 8:
1. O 0.163
2. C -0.543
3. O 0.013
4. C -0.025
5. C -0.300
6. F 0.084
7. O 0.145
8. H 0.115

DFT (ωB97M-V/def2-TZVPD) results for a structure of composition C43H58AsO2P2SSi3V at a distorted geometry.

Atoms and positions in Å:
V 0.02 -0.88 0.60
O -0.26 -2.97 1.07
C -0.89 -2.64 -0.01
O -1.76 -1.65 0.07
C -0.72 -3.30 -1.33
C -1.16 -4.60 -1.55
C -1.10 -5.16 -2.81
C -0.58 -4.40 -3.86
C -0.12 -3.11 -3.64
C -0.17 -2.53 -2.37
S 0.49 -0.93 -2.06
H -1.57 -5.16 -0.71
H -1.45 -6.17 -2.98
H -0.53 -4.83 -4.86
H 0.30 -2.54 -4.46
C 2.97 -0.56 2.58
C 2.95 -1.94 1.91
P 2.20 -1.70 0.24
C 3.45 -0.58 -0.49
C 4.79 -0.96 -0.64
C 5.73 -0.06 -1.12
C 5.35 1.24 -1.45
C 4.03 1.63 -1.30
C 3.09 0.72 -0.83
C 2.53 -3.30 -0.58
C 2.97 -3.37 -1.90
C 3.18 -4.60 -2.52
C 2.94 -5.78 -1.83
C 2.49 -5.72 -0.51
C 2.29 -4.49 0.10
P 1.11 0.21 2.47
C 0.73 -0.60 4.10
C 0.06 -1.83 4.11
C -0.25 -2.46 5.31
C 0.09 -1.87 6.52
C 0.74 -0.64 6.52
C 1.06 -0.02 5.32
C 1.81 1.92 2.48
C 2.78 2.35 3.38
C 3.29 3.64 3.33
C 2.87 4.52 2.35
C 1.93 4.11 1.42
C 1.40 2.83 1.49
H 3.66 0.10 2.05
H 3.32 -0.64 3.61
H 2.29 -2.62 2.45
H 3.94 -2.41 1.83
H 5.09 -1.97 -0.38
H 6.76 -0.37 -1.23
H 6.09 1.94 -1.82
H 3.72 2.64 -1.55
H 2.05 1.02 -0.73
H 3.12 -2.45 -2.46
H 3.51 -4.63 -3.55
H 3.09 -6.73 -2.31
H 2.29 -6.63 0.03
H 1.90 -4.46 1.11
H -0.21 -2.32 3.18
H -0.76 -3.41 5.29
H -0.16 -2.36 7.46
H 1.00 -0.16 7.46
H 1.55 0.94 5.35
H 3.17 1.65 4.12
H 4.04 3.94 4.06
H 3.28 5.53 2.31
H 1.60 4.78 0.63
H 0.67 2.52 0.76
C -0.76 1.05 2.66
H -1.54 0.28 2.73
H -1.00 1.70 1.83
H -0.80 1.63 3.59
C -4.68 1.19 -3.35
Si -3.10 0.33 -2.80
C -2.01 0.50 -4.31
C -3.59 -1.44 -2.51
As -1.99 1.24 -0.89
Si -1.43 3.35 -1.78
C -2.59 4.14 -3.01
C 0.21 3.08 -2.63
C -1.19 4.59 -0.41
Si -3.86 1.83 0.47
C -4.30 0.28 1.43
C -3.51 3.24 1.65
C -5.42 2.40 -0.40
H -4.86 0.79 -4.36
H -4.61 2.27 -3.43
H -5.54 0.95 -2.73
H -2.36 -0.22 -5.06
H -0.96 0.30 -4.10
H -2.10 1.51 -4.73
H -3.35 -2.02 -3.41
H -4.67 -1.49 -2.34
H -3.07 -1.89 -1.67
H -2.63 3.59 -3.95
H -2.20 5.15 -3.22
H -3.60 4.24 -2.62
H 0.18 2.21 -3.29
H 1.00 2.91 -1.90
H 0.48 3.96 -3.23
H -2.11 5.16 -0.25
H -0.40 5.30 -0.71
H -0.91 4.15 0.54
H -3.99 0.38 2.47
H -3.80 -0.60 1.02
H -5.38 0.12 1.40
H -2.50 3.27 2.04
H -4.20 3.12 2.50
H -3.73 4.19 1.16
H -5.99 1.56 -0.80
H -5.23 3.09 -1.22
H -6.03 2.91 0.35

The calculation puts the gap between HOMO and LUMO (alpha / beta) at 6.6 / 6.4 eV. As for the expectation value of S²: 1.063. As for the energy relative to the best compared isomer or geometry (same formula, charge and spin): 157.3 kJ/mol. As for the charge: -1. The spin multiplicity is 2.

Results of the Löwdin charge analysis, in e, for atoms 1 through 8:
1. V 0.330
2. O -0.122
3. C -0.667
4. O -0.219
5. C -0.196
6. C -0.028
7. C -0.104
8. C -0.106